Entry from the OMol25 dataset: C3H7Cl2N in the gas phase at a distorted geometry (wB97M-V/def2-TZVPD).

Structure (XYZ):
```
13
Properties=species:S:1:pos:R:3:forces:R:3:lowdin_charge:R:1
C 0.65714 -0.71493 1.20750 -0.30 -0.44 -0.73 -0.147
C -0.42259 -0.70804 0.12532 0.51 -1.03 -0.25 -1.154
C -0.68771 0.68383 -0.37044 0.50 0.65 0.84 -0.391
H 0.17403 -0.50313 2.14954 0.07 0.53 0.28 0.073
H 1.15206 -1.67056 1.32713 -0.13 -0.32 -0.22 0.074
H 1.38971 0.00454 0.85434 0.09 0.21 0.53 0.069
H -1.40479 0.73730 -1.12016 -1.93 -0.49 -1.10 0.085
H -0.99189 1.32800 0.43749 -0.23 0.12 0.58 0.124
H 0.79203 0.66914 -1.74746 -0.10 0.12 0.70 0.033
H 0.49134 2.13455 -1.23389 -0.31 0.11 0.53 0.082
N 0.54490 1.18090 -0.88941 1.78 0.85 -1.48 -0.053
Cl -1.87796 -1.60325 0.65509 0.12 0.45 -0.07 0.603
Cl 0.18372 -1.53835 -1.39504 -0.06 -0.76 0.38 0.602
```
Positions in Å, forces in eV/Å.

The molar mass comes out at 128.002 g mol⁻¹. Its HOMO energy is -0.3602 Eh. The SMILES is CC(Cl)(Cl)CN. The value obtained for the total energy is -1093.63970 hartree. As for the HOMO-LUMO gap: 10.7 eV. For the energy above the lowest of the compared OMol25 structures with the same formula, charge and spin, the calculation gives 5.08 kcal per mole.

Entry from the OMol25 dataset: C3H7Cl2NS in the gas phase at a distorted geometry (wB97M-V/def2-TZVPD).

Structure (XYZ):
```
14
Properties=species:S:1:pos:R:3:forces:R:3:lowdin_charge:R:1
C 0.53107 0.08655 0.51566 -0.64 0.73 -0.72 -0.508
C 0.52093 0.92116 -0.76911 -0.55 -1.89 -0.17 -0.601
C -0.97004 -0.06210 0.99773 1.23 -1.85 0.93 -1.067
H 0.93126 -1.77528 1.12474 0.11 -0.67 0.07 0.055
H 1.13282 -1.52586 -0.52278 0.18 -0.05 1.15 0.045
H 1.00185 0.81220 1.17417 -0.04 -0.26 0.83 0.129
H 1.43610 1.33089 -0.97141 2.65 1.02 -0.01 0.034
H -0.14500 1.72910 -0.70477 -0.79 0.99 0.33 0.006
H -1.21122 -0.01947 -2.00675 1.83 -0.04 -0.82 -0.112
H -0.96335 -0.48277 2.03458 -0.12 0.80 -0.72 0.073
N 1.32793 -1.15907 0.43701 -1.24 1.40 -1.19 0.038
S 0.18178 0.08869 -2.30975 -2.38 -0.58 -0.09 0.701
Cl -1.86028 -1.32835 0.09911 0.03 -0.41 -0.08 0.559
Cl -1.91386 1.38433 0.90158 -0.27 0.80 0.48 0.648
```
Positions in Å, forces in eV/Å.

The molar mass comes out at 160.069 g mol⁻¹. Its HOMO energy is -0.3371 Eh. The SMILES is N[C@@H](CS)C(Cl)Cl. The value obtained for the total energy is -1491.81210 hartree. As for the HOMO-LUMO gap: 9.8 eV. For the energy above the lowest of the compared OMol25 structures with the same formula, charge and spin, the calculation gives 9.35 kcal per mole.